[1]
Here is C10H9N4O5Ru as an isolated structure from OMol25. Energies are from ωB97M-V with the def2-TZVPD basis set.

```
! wB97M-V def2-TZVPD RIJCOSX def2/J DEFGRID3
* xyz 0 2
Ru -0.739 0.725 -0.473
O 1.455 0.088 -1.387
C 2.312 -0.911 -0.841
C 1.703 -2.304 -0.825
N 0.594 -2.489 0.096
C 0.849 -2.324 1.472
C 0.842 -0.743 2.014
O 1.476 -0.603 3.018
O 0.127 0.060 1.276
C -0.746 -2.742 -0.391
C -1.374 -1.455 -0.870
O -0.973 -0.954 -1.958
O -2.190 -0.845 -0.099
H 1.184 -0.171 -2.272
H 2.562 -0.582 0.164
H 3.238 -0.963 -1.416
H 2.512 -2.987 -0.542
H 1.364 -2.575 -1.826
H 1.852 -2.637 1.750
H 0.087 -2.783 2.098
H -1.360 -3.146 0.410
H -0.711 -3.449 -1.223
N -1.036 2.628 -0.555
C -1.486 3.646 -0.155
C -1.999 4.815 0.259
C -3.353 5.152 -0.089
N -4.434 5.421 -0.374
C -1.197 5.707 1.053
N -0.557 6.419 1.688
*
```

The energy above the lowest of the compared OMol25 structures with the same formula, charge and spin comes out at 1.277 eV. As for the expectation value of S²: 1.09. As for the HOMO-LUMO gap (spin up / spin down): 0.18932 / 0.22504 hartree. For the highest occupied orbital energy (spin up / spin down), the calculation gives -8.67 / -8.91 eV. The calculation puts the energy at -29290.0564 eV.

Results of the Mulliken charge analysis, in e, for atoms 1 through 2:
1. Ru 1.27
2. O -0.40

***

[2]
Here is a 2-piece molecular cluster, C32H33OSi overall from OMol25. Energies are from ωB97M-V with the def2-TZVPD basis set.

```
! wB97M-V def2-TZVPD RIJCOSX def2/J DEFGRID3
* xyz 1 1
C 0.876 -4.461 3.671
Si 0.935 -3.032 2.491
C 2.514 -2.942 1.512
C -0.554 -2.936 1.385
O 0.944 -1.732 3.596
C 0.937 -0.380 3.432
C 1.835 0.386 4.132
C 2.226 1.704 3.630
C 1.297 2.754 3.555
C 1.650 3.970 2.981
C 2.942 4.164 2.475
C 3.885 3.130 2.585
C 3.554 1.938 3.214
C -0.035 0.181 2.465
C 0.423 0.718 1.250
C -0.502 1.162 0.307
C -1.872 1.092 0.588
C -2.321 0.574 1.808
C -1.408 0.115 2.753
H 0.773 -5.405 3.115
H 1.801 -4.509 4.260
H 0.035 -4.372 4.371
H 2.540 -3.749 0.766
H 2.610 -1.985 0.981
H 3.388 -3.053 2.169
H -0.614 -3.869 0.804
H -1.482 -2.832 1.962
H -0.500 -2.099 0.677
H 2.493 -0.108 4.848
H 0.288 2.586 3.933
H 0.908 4.762 2.915
H 3.203 5.108 1.992
H 4.888 3.266 2.174
H 4.281 1.131 3.336
H 1.499 0.790 1.082
H -0.146 1.560 -0.646
H -2.598 1.441 -0.148
H -3.386 0.514 2.032
H -1.722 -0.283 3.719
C -0.429 -1.244 6.693
C -0.827 -2.387 7.457
C -1.825 -3.264 6.944
C -2.222 -4.390 7.654
C -1.639 -4.682 8.898
C -0.668 -3.823 9.432
C -0.268 -2.687 8.734
C 0.636 -0.412 7.006
C 0.830 0.847 6.425
C 1.603 1.867 7.094
C 1.228 3.236 7.078
C 1.911 4.167 7.855
C 3.028 3.776 8.608
C 3.444 2.438 8.593
C 2.744 1.495 7.847
H -1.010 -1.030 5.792
H -2.277 -3.015 5.979
H -2.990 -5.042 7.239
H -1.953 -5.565 9.452
H -0.223 -4.041 10.404
H 0.465 -2.001 9.165
H 1.338 -0.752 7.773
H 0.149 1.164 5.636
H 0.372 3.537 6.466
H 1.583 5.208 7.869
H 3.566 4.507 9.214
H 4.323 2.127 9.159
H 3.071 0.452 7.820
*
```

The energy above the lowest of the compared OMol25 structures with the same formula, charge and spin comes out at 0.153 eV. As for the HOMO-LUMO gap: 0.20032 hartree. For the highest occupied orbital energy, the calculation gives -10.55 eV. The calculation puts the energy at -43639.0352 eV.

Results of the Mulliken charge analysis, in e, for atoms 1 through 2:
1. C -0.94
2. Si 0.15

***

[3]
Here is C10H10F5MoN as an isolated structure from OMol25. Energies are from ωB97M-V with the def2-TZVPD basis set.

```
! wB97M-V def2-TZVPD RIJCOSX def2/J DEFGRID3
* xyz 0 3
C -1.507 0.062 -2.145
C -0.962 -1.262 -2.070
C 0.468 -1.151 -1.984
C 0.808 0.244 -1.985
C -0.409 0.994 -2.115
Mo -0.491 -0.170 -0.116
C -0.490 -2.195 1.068
C -1.720 -1.567 0.983
C -3.040 -1.502 1.211
N -1.268 1.249 0.477
H 1.177 -1.974 -1.991
H -1.529 -2.186 -2.161
H 1.816 0.655 -1.965
H -0.480 2.067 -2.240
H -2.555 0.313 -2.282
H -0.259 -3.046 0.416
H -1.629 2.086 0.918
H 0.100 -2.161 1.991
H -3.637 -2.303 1.663
H -3.571 -0.582 0.939
F 1.139 1.507 2.540
C 1.832 1.582 1.380
F 1.454 2.689 0.690
C 3.343 1.645 1.637
F 3.665 2.779 2.318
F 3.735 0.579 2.369
F 4.011 1.648 0.456
*
```

As for the expectation value of S²: 2.01. As for the HOMO-LUMO gap (spin up / spin down): 0.26623 / 0.20239 hartree. For the highest occupied orbital energy (spin up / spin down), the calculation gives -6.95 / -7.42 eV. The calculation puts the energy at -27459.5749 eV.

Results of the Mulliken charge analysis, in e, for atoms 1 through 2:
1. C 0.05
2. C -0.74

***

[4]
Here is C31H45AlBN7 as an isolated structure from OMol25. Energies are from ωB97M-V with the def2-TZVPD basis set.

```
! wB97M-V def2-TZVPD RIJCOSX def2/J DEFGRID3
* xyz 2 1
Al -0.011 -0.245 -0.192
C -2.336 -4.723 0.795
C -2.228 -3.424 0.096
C -3.102 -2.880 -0.841
C -2.590 -1.642 -1.186
N -1.447 -1.439 -0.486
N -1.244 -2.546 0.289
B -0.008 -2.654 1.178
N 1.225 -2.544 0.284
N 1.422 -1.437 -0.493
C 2.567 -1.632 -1.190
C 3.088 -2.864 -0.841
C 2.216 -3.416 0.093
C 2.329 -4.713 0.795
C 3.097 -0.628 -2.171
C 2.059 -0.438 -3.284
C 3.345 0.698 -1.442
C 4.408 -1.122 -2.785
N -0.005 -1.468 2.148
N 0.010 -0.156 1.731
C 0.032 0.611 2.858
C 0.029 -0.225 3.961
C 0.005 -1.527 3.480
C -0.010 -2.769 4.284
C 0.061 2.113 2.943
C 0.125 2.749 1.561
C 1.303 2.541 3.739
C -1.214 2.594 3.655
C -3.128 -0.644 -2.168
C -4.430 -1.149 -2.792
C -3.392 0.678 -1.438
C -2.087 -0.444 -3.276
H -3.240 -5.239 0.490
H -2.366 -4.577 1.872
H -1.484 -5.360 0.568
H -3.990 -3.343 -1.211
H -0.005 -3.668 1.762
H 3.983 -3.321 -1.207
H 3.235 -5.228 0.492
H 1.480 -5.353 0.571
H 2.361 -4.564 1.871
H 1.108 -0.095 -2.871
H 1.893 -1.374 -3.812
H 2.418 0.297 -3.999
H 2.433 1.044 -0.945
H 3.669 1.450 -2.156
H 4.125 0.579 -0.693
H 4.256 -2.054 -3.323
H 5.164 -1.271 -2.020
H 4.778 -0.383 -3.490
H 0.044 0.052 4.995
H -0.015 -2.513 5.338
H 0.866 -3.383 4.087
H -0.893 -3.368 4.074
H 1.005 2.397 1.018
H 0.201 3.828 1.672
H -0.783 2.519 1.003
H 2.204 2.175 3.253
H 1.276 2.164 4.756
H 1.356 3.626 3.784
H -2.098 2.233 3.135
H -1.244 3.681 3.668
H -1.246 2.245 4.682
H -5.192 -1.308 -2.034
H -4.266 -2.078 -3.332
H -4.802 -0.411 -3.497
H -4.202 0.560 -0.722
H -3.678 1.441 -2.157
H -2.496 1.006 -0.901
H -1.923 -1.375 -3.814
H -1.136 -0.111 -2.855
H -2.441 0.301 -3.984
N -0.044 1.342 -1.222
C -0.064 2.491 -1.406
C -0.079 3.868 -1.381
C -1.239 4.501 -0.883
C -1.169 5.824 -0.508
C 0.023 6.531 -0.631
C 1.137 5.930 -1.208
C 1.101 4.608 -1.596
H -2.154 3.941 -0.769
H -2.048 6.305 -0.108
H 0.079 7.552 -0.282
H 2.045 6.496 -1.343
H 1.966 4.134 -2.034
*
```

As for the HOMO-LUMO gap: 0.29987 hartree. For the highest occupied orbital energy, the calculation gives -14.60 eV. The calculation puts the energy at -50575.3487 eV.

Results of the Mulliken charge analysis, in e, for atoms 1 through 2:
1. Al -1.91
2. C -1.43

***

[5]
Here is a 5-piece molecular cluster, C8H16O4 overall from OMol25. Energies are from ωB97M-V with the def2-TZVPD basis set.

```
! wB97M-V def2-TZVPD RIJCOSX def2/J DEFGRID3
* xyz 0 1
C -2.857 0.418 0.984
C -1.543 0.597 0.962
C -0.501 -0.439 0.731
C 0.031 -0.664 -0.552
C 1.236 -1.379 -0.639
C 1.854 -1.881 0.498
C 1.273 -1.730 1.739
C 0.038 -1.098 1.824
H -3.540 1.183 1.320
H -3.322 -0.500 0.619
H -1.043 1.472 1.309
H -0.486 -0.214 -1.388
H 1.589 -1.680 -1.616
H 2.793 -2.442 0.438
H 1.644 -2.258 2.620
H -0.565 -1.132 2.739
O 1.244 2.098 0.592
H 1.333 2.254 1.531
H 1.159 1.143 0.457
O -1.796 -2.317 -1.659
H -1.248 -2.440 -0.876
H -1.218 -2.617 -2.372
O -1.100 3.007 -1.138
H -0.673 2.184 -0.882
H -1.343 3.123 -2.044
O 2.187 1.861 -2.085
H 2.050 2.304 -1.217
H 2.806 1.149 -1.895
*
```

The energy above the lowest of the compared OMol25 structures with the same formula, charge and spin comes out at 1.716 eV. As for the HOMO-LUMO gap: 0.37557 hartree. For the highest occupied orbital energy, the calculation gives -9.73 eV. The calculation puts the energy at -16744.3022 eV.

Results of the Mulliken charge analysis, in e, for atoms 1 through 2:
1. C -0.86
2. C -0.41

***

[6]
Here is C2H4Br2N3O2 as an isolated structure from OMol25. Energies are from ωB97M-V with the def2-TZVPD basis set.

```
! wB97M-V def2-TZVPD RIJCOSX def2/J DEFGRID3
* xyz 1 1
C -1.306 -0.062 1.380
C 1.267 0.019 -0.187
N -0.434 -0.126 0.605
N -2.140 0.340 2.308
N 1.180 -0.139 -1.481
O 0.968 -1.337 -2.090
O 0.512 0.889 -2.161
Br 2.120 -1.460 0.666
Br 1.736 1.790 0.431
H 0.241 -1.959 -1.876
H 0.267 0.526 -3.020
H -2.652 1.200 2.178
H -1.758 0.317 3.247
*
```

The energy above the lowest of the compared OMol25 structures with the same formula, charge and spin comes out at 1.286 eV. As for the HOMO-LUMO gap: 0.37603 hartree. For the highest occupied orbital energy, the calculation gives -14.54 eV. The calculation puts the energy at -150776.4391 eV.

Results of the Mulliken charge analysis, in e, for atoms 1 through 2:
1. C 0.35
2. C 0.27

***

[7]
Here is a 2-piece molecular cluster, C5H7NO overall from OMol25. Energies are from ωB97M-V with the def2-TZVPD basis set.

```
! wB97M-V def2-TZVPD RIJCOSX def2/J DEFGRID3
* xyz 0 1
C 0.698 -0.273 0.418
C -0.492 -0.688 0.096
C 3.042 -0.282 -0.130
C -0.433 0.789 0.565
C -1.592 -1.558 -0.407
N 3.260 0.972 -0.229
O 3.476 -1.351 -0.124
H -1.034 1.025 1.495
H -0.469 1.584 -0.193
H -1.938 -1.022 -1.287
H -2.414 -1.669 0.318
H -1.263 -2.510 -0.573
H 2.311 1.479 -0.319
H 4.190 1.413 -0.288
*
```

The energy above the lowest of the compared OMol25 structures with the same formula, charge and spin comes out at 5.721 eV. As for the HOMO-LUMO gap (spin up / spin down): 0.28457 / 0.28451 hartree. For the highest occupied orbital energy (spin up / spin down), the calculation gives -7.55 / -7.55 eV. The calculation puts the energy at -8830.4820 eV.

Results of the Mulliken charge analysis, in e, for atoms 1 through 2:
1. C -0.65
2. C 0.56

***

[8]
Here is C41H64BN8TbTe as an isolated structure from OMol25. Energies are from ωB97M-V with the def2-TZVPD basis set.

```
! wB97M-V def2-TZVPD RIJCOSX def2/J DEFGRID3
* xyz 2 7
Tb 1.319 0.033 0.217
C 1.863 -3.132 1.057
C 0.439 -3.700 1.027
C 0.153 -4.770 2.128
C -0.600 -2.588 1.173
C -1.865 -2.766 1.768
C -2.360 -1.477 2.070
C -3.587 -1.155 2.959
C -4.895 -1.096 2.165
C -3.368 -0.084 4.044
N -1.585 -0.614 1.377
N -0.406 -1.266 0.965
B -1.792 0.938 1.079
N -0.752 1.792 1.931
N 0.627 1.534 1.870
C 1.240 2.614 2.371
C 0.298 3.574 2.781
C -0.956 3.016 2.481
C -2.269 3.664 2.783
C -2.320 5.078 2.267
C -2.392 3.692 4.317
C 2.741 2.735 2.682
C 3.140 4.222 2.700
C 3.139 2.044 4.014
N -1.527 1.305 -0.487
N -0.218 1.386 -0.992
C -0.304 1.934 -2.243
C -1.649 2.149 -2.574
C -2.391 1.757 -1.439
C -3.903 1.793 -1.371
C -4.473 2.862 -0.422
C -4.528 0.407 -1.238
C 0.864 2.192 -3.188
C 1.705 3.423 -2.737
C 0.290 2.388 -4.629
H 2.591 -3.928 1.059
H 2.019 -2.535 1.969
H 2.074 -2.498 0.195
H 0.272 -4.179 0.060
H 0.196 -4.284 3.107
H 0.907 -5.600 2.081
H -0.849 -5.236 2.056
H -2.244 -3.669 2.201
H -3.703 -2.108 3.474
H -5.015 -0.134 1.652
H -5.765 -1.198 2.882
H -4.985 -1.921 1.449
H -3.584 0.914 3.665
H -2.331 -0.107 4.431
H -4.049 -0.291 4.881
H -2.973 1.182 1.386
H 0.487 4.568 3.213
H -3.078 3.062 2.341
H -1.620 5.753 2.774
H -3.334 5.466 2.487
H -2.199 5.154 1.158
H -1.500 4.185 4.697
H -2.440 2.688 4.761
H -3.277 4.290 4.652
H 3.257 2.201 1.862
H 2.742 4.718 3.609
H 2.701 4.746 1.796
H 4.248 4.300 2.730
H 2.768 2.656 4.852
H 4.248 1.937 4.091
H 2.659 1.044 4.125
H -2.048 2.503 -3.552
H -4.086 2.186 -2.392
H -4.667 2.464 0.580
H -5.427 3.261 -0.821
H -3.771 3.741 -0.355
H -4.379 -0.102 -0.279
H -4.125 -0.260 -2.003
H -5.637 0.452 -1.389
H 1.466 1.291 -3.227
H 1.097 4.345 -2.822
H 2.650 3.506 -3.323
H 1.964 3.348 -1.686
H -0.449 3.203 -4.680
H -0.313 1.534 -4.935
H 1.038 2.523 -5.406
N 3.483 -0.368 1.650
C 4.683 -0.146 0.769
C 4.503 1.039 -0.160
N 3.356 0.815 -1.050
H 3.541 0.255 2.472
H 3.558 -1.289 2.072
H 4.811 -1.072 0.219
H 5.613 -0.029 1.412
H 5.427 1.141 -0.729
H 4.350 1.986 0.379
H 3.538 0.147 -1.813
H 3.261 1.699 -1.590
Te 0.616 -2.035 -2.474
C -0.659 -3.411 -3.570
C -1.306 -4.487 -2.993
C -1.992 -5.386 -3.867
C -1.951 -5.214 -5.233
C -1.293 -4.118 -5.828
C -0.664 -3.201 -4.984
C 2.501 -3.155 -2.739
C 2.784 -4.363 -2.070
C 4.068 -4.940 -2.134
C 5.076 -4.303 -2.875
C 4.770 -3.155 -3.637
C 3.493 -2.583 -3.539
H -1.381 -4.565 -1.922
H -2.560 -6.230 -3.419
H -2.461 -5.944 -5.894
H -1.257 -3.995 -6.905
H -0.176 -2.300 -5.373
H 2.005 -4.883 -1.477
H 4.266 -5.902 -1.634
H 6.105 -4.636 -2.900
H 5.464 -2.739 -4.373
H 3.211 -1.691 -4.095
*
```

The energy above the lowest of the compared OMol25 structures with the same formula, charge and spin comes out at 0.028 eV. As for the expectation value of S²: 12.61. As for the HOMO-LUMO gap (spin up / spin down): 0.25368 / 0.30569 hartree. For the highest occupied orbital energy (spin up / spin down), the calculation gives -13.22 / -13.23 eV. The calculation puts the energy at -85870.0299 eV.

Results of the Mulliken charge analysis, in e, for atoms 1 through 2:
1. Tb 0.30
2. C -1.23